ORCA calculation (ωB97M-V with the def2-TZVPD basis set) on an isolated molecule of C23H36N4O2.

Highest occupied orbital energy, eV: -7.9
Electronic energy, eV: -34490.2320
Relative energy (zero: lowest compared OMol25 entry of this formula, charge and spin), eV: 3.162
E_LUMO, eV: 0.677

```
65
Properties=species:S:1:pos:R:3:lowdin_charge:R:1
C 0.398 1.727 -4.843 -0.076
C -0.678 2.132 -3.850 -0.183
N -0.164 2.170 -2.503 -0.109
N 1.117 1.951 -2.222 0.090
C 1.238 2.121 -0.919 -0.098
C 0.010 2.466 -0.331 -0.161
C -0.279 2.727 1.115 -0.140
N -0.473 1.539 1.938 -0.146
C -1.515 0.669 1.424 -0.155
C -1.769 -0.456 2.431 -0.136
N -0.590 -1.228 2.764 -0.128
C -0.286 -2.365 1.904 -0.127
C 0.132 -2.083 0.473 -0.167
C 1.477 -1.823 0.247 -0.056
C 1.963 -1.491 -1.001 -0.013
C 1.095 -1.429 -2.081 -0.230
O 1.491 -1.133 -3.356 -0.121
C 2.820 -0.711 -3.556 -0.092
C -0.262 -1.717 -1.889 -0.148
C -1.191 -1.667 -3.067 -0.025
C -0.742 -2.054 -0.621 -0.185
C -2.202 -2.390 -0.502 -0.033
C 0.522 -0.361 3.127 -0.290
C 0.311 0.234 4.533 -0.130
C -0.242 -0.778 5.542 -0.268
O 0.462 -1.996 5.553 -0.063
C 0.751 0.780 2.123 -0.138
C -0.879 2.481 -1.396 -0.232
C -2.332 2.781 -1.459 -0.011
H -0.010 1.737 -5.850 0.077
H 0.755 0.731 -4.609 0.043
H 1.236 2.415 -4.788 0.077
H -1.511 1.422 -3.888 0.114
H -1.069 3.127 -4.102 0.123
H 2.194 2.005 -0.447 0.111
H 0.546 3.294 1.557 0.124
H -1.190 3.329 1.204 0.117
H -1.240 0.247 0.444 0.113
H -2.430 1.256 1.306 0.125
H -2.137 -0.002 3.357 0.117
H -2.541 -1.128 2.053 0.114
H 0.533 -2.911 2.386 0.123
H -1.164 -3.016 1.934 0.114
H 2.173 -1.884 1.072 0.115
H 3.015 -1.287 -1.117 0.105
H 2.910 -0.518 -4.625 0.094
H 3.020 0.211 -3.002 0.085
H 3.537 -1.488 -3.274 0.093
H -0.668 -1.275 -3.933 0.071
H -2.054 -1.038 -2.855 0.077
H -1.556 -2.665 -3.311 0.089
H -2.815 -1.497 -0.630 0.087
H -2.484 -3.100 -1.278 0.083
H -2.445 -2.831 0.458 0.062
H 1.426 -0.978 3.153 0.142
H 1.277 0.601 4.884 0.118
H -0.371 1.081 4.468 0.110
H -0.153 -0.373 6.554 0.117
H -1.304 -0.965 5.336 0.108
H 0.322 -2.402 4.690 0.062
H 1.112 0.366 1.169 0.098
H 1.516 1.453 2.519 0.131
H -2.529 3.593 -2.160 0.083
H -2.894 1.907 -1.790 0.083
H -2.695 3.074 -0.478 0.071
```